(1)
DFT (ωB97M-V with the def2-TZVPD basis set) results for a structure of composition C15H36AsCl3GeN4O4PPt.

Summary:
Energy relative to the best compared isomer or geometry (same formula, charge and spin) = 0.605 eV
Lowest unoccupied orbital energy (alpha / beta) = -7.7735 / -7.6382 eV
HOMO (alpha / beta) = -14.26 / -14.23 eV
Largest force on an atom = 1.17 eV Å⁻¹

```
! RIJCOSX wB97M-V def2-TZVPD def2/J DEFGRID3
* xyz 2 2
Pt 0.063 -0.068 0.210
Cl -1.111 1.603 3.175
Ge -0.706 -0.345 2.432
Cl 1.515 -0.758 2.544
Cl -1.353 -1.681 3.924
C -3.204 -2.976 -2.827
C -2.211 -1.946 -2.354
O -1.295 -2.583 -1.408
P -0.903 -2.096 0.027
O -2.170 -2.166 0.956
C -2.949 -3.411 1.160
C -4.399 -3.037 1.294
O 0.025 -3.233 0.547
C 1.281 -3.636 -0.104
C 1.084 -4.939 -0.832
H -3.840 -2.537 -3.596
H -3.840 -3.317 -2.011
H -2.691 -3.834 -3.259
H -2.705 -1.112 -1.857
H -1.592 -1.571 -3.167
H -2.543 -3.865 2.062
H -2.759 -4.071 0.314
H -4.566 -2.417 2.174
H -4.992 -3.945 1.403
H -4.753 -2.504 0.412
H 1.994 -3.718 0.712
H 1.600 -2.832 -0.772
H 0.745 -5.713 -0.145
H 2.035 -5.257 -1.259
H 0.361 -4.836 -1.639
C -2.644 1.521 -0.300
N -3.390 2.580 -0.926
C -2.862 3.872 -0.476
N -1.449 4.014 -0.839
C -0.689 2.963 -0.217
N -1.184 1.596 -0.651
C -1.064 1.558 -2.155
N -1.822 2.615 -2.771
C -3.230 2.486 -2.381
C -1.322 3.908 -2.295
H -3.021 0.554 -0.635
H -2.733 1.588 0.785
H -2.968 3.949 0.607
H -3.435 4.672 -0.941
H -0.788 3.020 0.867
H 0.358 3.026 -0.503
H -1.439 0.594 -2.495
H -0.004 1.645 -2.398
H -3.614 1.524 -2.726
H -3.806 3.279 -2.855
H -1.896 4.706 -2.763
H -0.274 4.019 -2.577
C 4.039 2.324 -1.463
As 3.291 1.284 -0.050
C 3.395 2.268 1.584
C 4.245 -0.368 0.059
O 1.660 1.046 -0.477
H 5.103 2.474 -1.284
H 3.534 3.287 -1.503
H 3.895 1.793 -2.402
H 4.426 2.586 1.735
H 3.070 1.646 2.414
H 2.754 3.143 1.496
H 5.312 -0.144 0.067
H 4.010 -0.958 -0.825
H 3.976 -0.910 0.962
*
```

=====

(2)
DFT (ωB97M-V with the def2-TZVPD basis set) results for a cluster of 3 separate species, C15H36BN3O6 in total.

Summary:
Energy relative to the best compared isomer or geometry (same formula, charge and spin) = 0.000 eV
Lowest unoccupied orbital energy = 0.1229 eV
Structure (SMILES) = O=C(O)CNC(=O)OB(O)O.CCN(CC)CC.CCN(CC)CC
HOMO = -7.91 eV
Largest force on an atom = 1.85 eV Å⁻¹

```
! RIJCOSX wB97M-V def2-TZVPD def2/J DEFGRID3
* xyz 0 1
O 0.529 1.576 -0.818
C 1.077 0.610 -0.305
O 1.162 -0.579 -0.936
C 1.630 0.739 1.090
N 2.606 -0.286 1.458
C 3.738 0.255 2.086
O 3.801 1.340 2.598
O 4.828 -0.579 2.078
B 4.846 -1.317 3.269
O 5.674 -1.005 4.306
O 3.934 -2.354 3.362
H 0.395 -0.569 -1.514
H 0.771 0.655 1.743
H 2.025 1.736 1.149
H 2.163 -0.895 2.130
H 6.596 -1.157 4.119
H 3.319 -2.113 4.057
C 1.031 -5.782 2.031
C 0.358 -5.072 3.195
N 0.094 -3.671 2.925
C -0.277 -2.929 4.119
C -1.580 -3.315 4.829
C -0.675 -3.393 1.723
C -2.072 -4.017 1.614
H 1.934 -5.251 1.725
H 1.313 -6.791 2.330
H 0.372 -5.870 1.167
H 1.029 -5.118 4.057
H -0.549 -5.629 3.477
H -0.307 -1.862 3.876
H 0.545 -3.043 4.835
H -2.458 -2.974 4.283
H -1.613 -2.848 5.815
H -1.661 -4.391 4.976
H -0.078 -3.719 0.868
H -0.755 -2.309 1.598
H -2.074 -5.068 1.905
H -2.417 -3.966 0.579
H -2.808 -3.493 2.222
C -1.272 5.977 -6.061
C -2.129 5.388 -4.950
N -2.048 3.943 -4.877
C -3.068 3.348 -4.034
C -3.043 3.664 -2.533
C -0.710 3.396 -4.737
C 0.128 3.851 -3.535
H -1.508 5.512 -7.019
H -1.463 7.047 -6.144
H -0.207 5.850 -5.868
H -3.172 5.648 -5.148
H -1.862 5.877 -4.000
H -3.028 2.263 -4.168
H -4.039 3.656 -4.434
H -2.234 3.147 -2.018
H -3.979 3.337 -2.075
H -2.944 4.733 -2.342
H -0.154 3.624 -5.650
H -0.793 2.307 -4.725
H 0.093 4.932 -3.396
H 1.174 3.579 -3.695
H -0.186 3.374 -2.610
*
```

=====

(3)
DFT (ωB97M-V with the def2-TZVPD basis set) results for a cluster of 3 separate species, C15H36IN4O4S in total.

Summary:
Energy relative to the best compared isomer or geometry (same formula, charge and spin) = 0.929 eV
Lowest unoccupied orbital energy = 2.6181 eV
HOMO = -4.38 eV
Largest force on an atom = 4.24 eV Å⁻¹

```
! RIJCOSX wB97M-V def2-TZVPD def2/J DEFGRID3
* xyz -1 1
N 5.156 -1.768 -0.063
C 4.160 -2.059 1.026
C 2.926 -2.860 0.421
C 1.667 -1.901 0.302
C 0.327 -2.723 0.124
C -0.938 -1.778 0.404
N -0.733 -0.548 -0.402
S -1.963 -0.300 -1.585
C -0.469 0.646 0.432
I 0.301 2.202 -0.886
C -1.737 1.229 1.180
O -2.687 0.490 1.571
O -1.725 2.509 1.409
H 4.598 -1.584 -0.898
H 5.679 -0.943 0.235
H 3.771 -1.074 1.417
H 4.658 -2.660 1.838
H 2.653 -3.770 1.031
H 3.267 -3.224 -0.596
H 1.614 -1.342 1.285
H 1.876 -1.188 -0.536
H 0.250 -2.979 -0.975
H 0.329 -3.644 0.761
H -1.841 -2.369 0.078
H -1.056 -1.564 1.506
H -1.323 -0.538 -2.796
H 0.301 0.369 1.204
C -1.296 0.048 4.820
C -0.539 -1.206 5.247
C 0.178 -1.059 6.603
O 1.384 -0.307 6.551
C 1.204 1.099 6.598
N 0.398 -1.585 4.181
H -0.632 0.836 4.461
H -1.984 -0.181 4.003
H -1.885 0.450 5.649
H -1.277 -2.008 5.356
H 0.473 -2.059 6.938
H -0.495 -0.660 7.372
H 0.361 1.384 7.233
H 1.073 1.499 5.591
H 2.114 1.539 7.012
H 0.833 -2.472 4.427
H 1.172 -0.923 4.207
C -1.573 3.620 -7.049
C -1.340 2.115 -7.142
C -2.367 1.284 -6.349
O -2.147 1.265 -4.949
C -2.662 2.391 -4.253
N 0.034 1.819 -6.722
H -1.265 4.031 -6.087
H -0.996 4.139 -7.817
H -2.627 3.864 -7.204
H -1.444 1.837 -8.197
H -2.276 0.242 -6.672
H -3.396 1.591 -6.576
H -3.594 2.758 -4.694
H -1.916 3.187 -4.220
H -2.861 2.088 -3.224
H 0.216 0.829 -6.875
H 0.069 1.916 -5.708
*
```

=====

(4)
DFT (ωB97M-V with the def2-TZVPD basis set) results for a cluster of 3 separate species, C15H36INO2 in total.

Summary:
Lowest unoccupied orbital energy = 0.5138 eV
Structure (SMILES) = NC[C@H](I)OCO.CCCCCC.CCCCCC
HOMO = -9.38 eV
Largest force on an atom = 0.46 eV Å⁻¹

```
! RIJCOSX wB97M-V def2-TZVPD def2/J DEFGRID3
* xyz 0 1
N -0.230 -0.045 -0.539
C -0.882 -1.096 -1.293
C -2.231 -1.514 -0.713
I -2.681 -3.592 -1.259
O -3.223 -0.676 -1.171
C -4.317 -0.427 -0.301
O -4.727 0.887 -0.440
H 0.090 -0.359 0.367
H -0.805 0.779 -0.431
H -0.220 -1.956 -1.365
H -1.070 -0.735 -2.307
H -2.216 -1.528 0.380
H -4.006 -0.666 0.726
H -5.164 -1.051 -0.588
H -3.961 1.466 -0.344
C -1.853 1.179 2.504
C -0.591 1.155 3.359
C -0.421 -0.140 4.152
C -1.542 -0.433 5.151
C -1.777 0.664 6.188
C -0.567 0.934 7.075
H -2.758 1.107 3.109
H -1.921 2.102 1.925
H -1.853 0.339 1.805
H -0.592 2.013 4.035
H 0.283 1.284 2.714
H 0.539 -0.112 4.674
H -0.354 -0.980 3.451
H -1.306 -1.368 5.670
H -2.475 -0.619 4.612
H -2.624 0.371 6.815
H -2.079 1.590 5.690
H -0.264 0.029 7.606
H -0.787 1.700 7.820
H 0.290 1.281 6.495
C 1.968 -2.192 -3.563
C 2.456 -0.868 -2.984
C 1.947 0.354 -3.747
C 2.378 0.423 -5.213
C 3.889 0.392 -5.439
C 4.626 1.560 -4.792
H 2.318 -2.347 -4.585
H 2.318 -3.037 -2.967
H 0.876 -2.226 -3.579
H 3.549 -0.864 -2.951
H 2.119 -0.780 -1.948
H 2.272 1.257 -3.224
H 0.853 0.364 -3.704
H 1.974 1.341 -5.651
H 1.920 -0.400 -5.768
H 4.080 0.398 -6.515
H 4.302 -0.550 -5.066
H 4.250 2.514 -5.171
H 5.695 1.518 -5.002
H 4.505 1.563 -3.708
*
```